Computed, not measured: a single C3H3NO2 molecule in a non-equilibrium geometry, with wB97M-V/def2-TZVPD.

Cartesian coordinates (Å):
C1 -0.37156 0.80122 -0.87871
C2 0.01437 -1.47344 -0.61209
C3 -0.05606 -0.23278 -0.05780
N1 -0.77685 1.73750 -1.41099
O1 0.57192 1.43883 1.37881
O2 0.18900 0.05533 1.22689
H1 0.28881 -2.38216 -0.21231
H2 -0.18807 -1.53681 -1.69271
H3 0.32843 1.59231 2.25890

For the energy relative to the best compared isomer or geometry (same formula, charge and spin), the calculation gives 495.4 kJ/mol. As for the total energy: -8739.99717 eV. The multiplicity is 1. The charge is 0.